Record 1
This record from the Open Molecules 2025 dataset describes the ion C5H12NO with charge +1. The level of theory is ωB97M-V with the def2-TZVPD basis set.

Last column: natural (NBO) charge in e.
Atoms and positions in Å:
C1 2.93283 0.11327 0.42279  0.101
N1 1.61749 0.26345 0.48515  -0.401
C2 0.57268 -0.82046 0.50628  -0.217
C3 -0.17409 -0.84953 -0.77938  -0.413
C4 -1.01695 0.45705 -1.04285  -0.453
C5 -1.76753 0.95599 0.21184  -0.083
O1 -2.22249 -0.15267 1.01015  -0.725
H1 3.50359 1.05360 0.35399  0.253
H2 3.25427 -1.01854 0.53404  0.259
H3 1.24026 1.22850 0.41575  0.437
H4 1.18500 -1.82643 0.65364  0.221
H5 -0.01285 -0.66925 1.30378  0.246
H6 0.54550 -0.96933 -1.59535  0.223
H7 -0.88475 -1.83098 -0.70698  0.259
H8 -1.79492 0.13411 -1.78959  0.238
H9 -0.30552 1.12473 -1.48158  0.210
H10 -1.05356 1.56102 0.91831  0.151
H11 -2.59079 1.69875 0.01850  0.215
H12 -3.02817 -0.45328 0.56151  0.481

Force components x, y, z for each atom (eV/Å):
-3.4 -1.6 0.8
2.3 0.3 -0.4
4.7 -2.6 -1.9
-2.3 -1.4 -0.2
-1.2 -2.2 0.1
1.3 1.4 1.5
-0.4 0.7 -1.0
0.2 -0.9 0.0
-0.1 2.7 -0.4
0.4 -0.7 0.1
-1.3 2.0 -0.2
-2.2 0.6 3.0
-0.3 -0.3 -0.1
1.8 2.4 -0.3
0.9 0.7 0.4
-0.1 1.1 -0.3
-1.1 -1.1 -1.1
0.7 -0.9 -0.2
0.1 -0.2 0.4

Results
- Gap between HOMO and LUMO: 8.98 eV
- E_HOMO: -14.2 eV
- SMILES: C=[NH+]CCCCO
- Net charge: +1


Record 2
This record from the Open Molecules 2025 dataset describes the ion C5H12NO with charge +1. The level of theory is ωB97M-V with the def2-TZVPD basis set.

Last column: natural (NBO) charge in e.
Atoms and positions in Å:
C1 -0.84996 -0.73429 1.69415  -0.345
C2 0.14117 0.03008 1.20231  0.122
N1 1.37245 0.24941 2.04257  -0.724
C3 0.08995 0.92587 0.00790  -0.460
C4 0.69620 0.65665 -1.35988  -0.418
C5 -0.59368 0.01980 -2.10246  -0.066
O1 -1.00969 -1.09711 -1.41940  -0.767
H1 -1.95747 -0.72782 1.27968  0.275
H2 -0.78095 -1.57229 2.41625  0.230
H3 2.26683 0.20396 1.48937  0.446
H4 1.46002 1.20190 2.49377  0.456
H5 1.32673 -0.56722 2.76300  0.469
H6 -0.87961 1.27105 -0.22447  0.257
H7 0.52082 1.87847 0.51127  0.191
H8 1.52397 -0.03924 -1.18429  0.206
H9 1.02700 1.59711 -1.87525  0.244
H10 -1.51690 0.64491 -2.25046  0.189
H11 -0.41770 -0.26562 -3.18604  0.188
H12 -1.00438 -1.98292 -1.82779  0.506

Force components x, y, z for each atom (eV/Å):
-1.6 -0.6 -0.8
-1.6 -0.3 -0.1
0.9 -1.8 0.7
1.4 3.5 2.3
-1.8 -0.5 -0.5
1.1 -0.3 -3.3
-0.6 -1.8 1.8
2.8 0.1 0.2
0.4 1.2 0.2
-1.0 -0.4 0.5
-0.8 -1.2 -0.3
0.6 2.0 -1.1
-1.5 0.0 0.5
-0.2 -0.8 -1.2
-0.1 -0.1 -1.0
-0.3 -0.9 0.6
1.2 0.5 0.8
0.5 0.4 1.1
0.3 1.1 -0.3

Results
- Gap between HOMO and LUMO: 9.72 eV
- E_HOMO: -13.6 eV
- SMILES: C=C([NH3+])CCCO
- Net charge: +1


Record 3
This record from the Open Molecules 2025 dataset describes the ion C5H12NO2 with charge -1. The level of theory is ωB97M-V with the def2-TZVPD basis set.

Last column: natural (NBO) charge in e.
Atoms and positions in Å:
C1 0.35009 1.26607 -0.88124  -0.631
C2 0.01282 0.05878 -0.03010  -0.057
C3 -1.35223 -0.54050 -0.34361  -0.453
C4 -2.51859 0.43794 0.30206  0.008
O1 -3.58755 -0.33155 0.49279  -0.960
N1 0.96303 -1.06947 -0.30589  -0.647
C5 2.31092 -0.77633 0.18548  0.085
O2 2.44608 -0.26946 1.55999  -0.778
H1 -0.28352 2.08783 -0.65388  0.223
H2 1.32065 1.76637 -0.77254  0.190
H3 0.39411 1.01296 -1.94980  0.208
H4 0.06930 0.23740 1.04341  0.142
H5 -1.53178 -0.72768 -1.38484  0.190
H6 -1.51723 -1.45433 0.25741  0.196
H7 -2.72510 1.17782 -0.56041  0.063
H8 -2.11263 0.88547 1.23773  0.073
H9 0.60342 -1.96081 0.06095  0.365
H10 2.78548 -0.06533 -0.47555  0.152
H11 2.82043 -1.73378 0.32512  0.160
H12 1.55231 -0.00141 1.89292  0.469

Force components x, y, z for each atom (eV/Å):
1.2 0.1 -0.4
0.4 -2.4 -1.2
-0.7 2.1 2.6
-0.3 -2.2 -2.5
-0.7 0.2 0.6
1.5 0.8 0.7
-1.0 -1.3 1.1
-1.4 0.5 0.0
-1.2 0.4 -0.2
0.4 -0.6 0.7
-0.7 -0.1 0.2
-0.4 0.6 0.1
0.0 0.0 -0.5
0.2 0.2 -0.4
0.6 0.3 1.1
0.3 0.5 -0.2
0.2 0.8 0.0
0.3 0.1 -0.1
0.4 0.2 -0.9
1.2 -0.3 -0.6

Results
- Gap between HOMO and LUMO: 5.66 eV
- E_HOMO: -2.1 eV
- SMILES: C[C@@H](CC[O-])NCO
- Net charge: -1


Record 4
This record from the Open Molecules 2025 dataset describes a cluster of 2 separate species, C5H12NO2 in total. The level of theory is ωB97M-V with the def2-TZVPD basis set.

Last column: natural (NBO) charge in e.
Atoms and positions in Å:
C1 -0.30782 0.52834 0.89275  0.754
C2 0.59002 1.56103 1.40645  -0.740
C3 -2.15216 1.78812 1.66129  -0.260
C4 1.01102 -1.21753 -2.58716  -0.038
C5 -0.38968 -1.71618 0.11685  -0.279
N1 2.04888 -2.04646 -2.79923  -0.682
O1 -1.66796 0.60905 0.91762  -0.455
O2 0.24085 -0.63173 0.63973  -0.387
H1 0.39581 2.59744 1.22989  0.264
H2 0.56487 1.56735 2.57221  0.272
H3 1.57755 1.37427 1.07782  0.264
H4 -1.76487 2.71335 1.06581  0.205
H5 -1.73794 1.71706 2.66837  0.203
H6 -3.23925 1.66085 1.60784  0.237
H7 0.28765 -0.97926 -3.45143  0.224
H8 0.97051 -0.48898 -1.80552  0.204
H9 0.06715 -2.60128 0.50447  0.186
H10 -1.49798 -1.82478 -0.03561  0.203
H11 2.90575 -1.92544 -2.20152  0.418
H12 2.09759 -2.68522 -3.48062  0.407

Force components x, y, z for each atom (eV/Å):
-1.9 -1.6 0.4
0.0 0.3 2.6
0.6 0.7 -1.9
-0.6 -0.4 -1.9
-1.4 -1.5 -1.3
0.2 4.5 4.7
2.8 -0.1 -0.1
-1.2 2.7 0.2
-0.6 0.5 -0.8
0.2 -0.5 -1.7
1.0 -0.4 -0.1
-1.1 -1.5 1.4
-0.4 0.3 -0.1
0.4 0.4 0.2
1.0 -1.1 1.6
0.7 0.0 0.4
0.5 -0.3 -0.1
1.2 1.0 0.5
-1.5 -0.5 -0.8
0.0 -2.6 -3.2

Results
- Gap between HOMO and LUMO (alpha / beta): 7.42 / 5.38 eV
- E_HOMO (alpha / beta): -11.1 / -10.1 eV
- Net charge: +1


| no. | E (eV) |
| --- | --- |
| 1 | -8908.6196 |
| 2 | -8908.0192 |
| 3 | -10963.2359 |
| 4 | -10952.8983 |